67
Properties=species:S:1:pos:R:3 method="wB97M-V/def2-TZVPD" spin_multiplicity=1 e_lumo_ev=-2.34 homo_energy_ev=-6.07 gap_ev=3.730 relative_energy_ev=0.000 energy_ev=-41512.1286 total_charge=0
C 8.20030 -0.16737 -0.21595
C 7.16608 0.84422 -0.12861
C 7.19372 2.22727 -0.15560
C 5.83166 2.65317 -0.08921
C 5.06516 1.50240 -0.01740
B 3.51826 1.16581 -0.16752
O 3.20992 0.38938 1.02750
C 1.88184 -0.00410 0.83579
C 1.41535 0.52628 -0.58742
C 0.09232 0.04841 -0.96899
C 2.33105 -0.00172 -1.71480
O 3.62797 0.40555 -1.43575
C 1.49570 2.11816 -0.49893
O 2.83411 2.45895 -0.28143
O 5.87234 0.40138 -0.05840
H 9.18071 0.30670 -0.24325
H 8.18484 -0.84376 0.63953
H 8.09336 -0.76389 -1.12418
H 8.06740 2.86835 -0.23433
H 5.41082 3.65418 -0.09309
H 1.81017 -1.10447 0.88889
H 1.28070 0.41996 1.66691
H -0.26316 0.41566 -1.93801
H -0.03690 -1.03432 -0.85356
H -0.50810 0.69962 -0.09282
H 2.21473 -1.09965 -1.74023
H 1.94224 0.40992 -2.66453
H 1.13275 2.58228 -1.43176
H 0.89553 2.52859 0.33662
C -3.74732 -4.94527 -1.80953
C -4.10311 -3.67257 -2.27646
C -3.74638 -2.52452 -1.56113
C -3.04925 -2.62748 -0.34032
C -2.60246 -1.43275 0.42099
C -2.31693 -0.28677 -0.26736
C -1.60676 0.94180 0.22524
C -2.10957 2.14642 -0.54987
C -2.25425 3.36512 0.12237
C -2.84578 4.47483 -0.49518
C -3.23555 4.40448 -1.83870
C -3.02682 3.21643 -2.54913
C -2.41264 2.11941 -1.92397
C -2.53261 -1.52862 1.89060
C -1.52331 -0.95777 2.69027
C -1.66674 -0.94972 4.07958
C -2.71198 -1.66071 4.68463
C -3.63749 -2.36005 3.89938
C -3.56073 -2.25644 2.51720
C -2.70168 -3.91492 0.11630
C -3.03940 -5.05902 -0.60623
H -4.02424 -5.84426 -2.36700
H -4.67730 -3.57690 -3.19989
H -4.02282 -1.54201 -1.94759
H -2.38134 -0.37839 -1.35466
H -1.69063 1.11596 1.30641
H -1.86888 3.43097 1.13882
H -2.96913 5.40296 0.06671
H -3.60789 5.29451 -2.34899
H -3.30678 3.16643 -3.60586
H -2.15875 1.25272 -2.53393
H -0.60154 -0.57880 2.23430
H -0.95841 -0.38228 4.68667
H -2.80758 -1.67413 5.76866
H -4.43186 -2.96501 4.33921
H -4.30045 -2.76678 1.89776
H -2.13732 -4.01550 1.04433
H -2.76517 -6.03831 -0.21309

80
Properties=species:S:1:pos:R:3 method="wB97M-V/def2-TZVPD" spin_multiplicity=5 e_lumo_ev="-4.55 / -7.71" homo_energy_ev="-11.79 / -11.78" gap_ev="7.244 / 4.067" relative_energy_ev=2.073 s2=6.047 energy_ev=-104198.9146 total_charge=+2
Pt 1.73314 -0.23787 0.54090
N 3.24954 0.04733 4.50760
C 1.95344 0.02463 4.95850
C 1.40574 -0.03037 6.23170
C 0.02904 -0.04617 6.30390
C -0.78026 -0.00447 5.16140
C -0.24506 0.04643 3.89290
C 1.14374 0.05523 3.79800
N 1.96274 0.09083 2.70700
C 3.20814 0.08593 3.15380
C 4.33534 0.09523 2.25570
C 5.67344 0.01703 2.55180
S 6.61064 0.02463 1.12290
C 5.15214 0.13913 0.21310
N 4.07314 0.16043 0.91680
H 4.07514 0.03883 5.08560
H 2.02604 -0.06217 7.11340
H -0.43996 -0.08907 7.27210
H -1.85216 -0.01327 5.28720
H -0.84856 0.07513 2.99930
H 6.14974 -0.04857 3.50940
H 5.15464 0.19253 -0.85710
N 1.63084 0.13233 -1.84260
C 1.15294 1.38483 -2.28440
C 1.84804 1.96003 -3.50720
C 1.57654 1.19643 -4.81060
C 2.27414 -0.16117 -4.91900
N 3.71834 0.01713 -4.85130
C 4.60914 -0.64767 -4.13460
N 4.25284 -1.62717 -3.29880
N 5.89284 -0.27457 -4.17790
C 1.35374 2.54843 -1.04070
O 1.18794 3.66253 -1.44680
O 1.63894 2.04293 0.03520
H 2.57754 -0.07297 -2.13110
H 0.93474 -0.64527 -1.89370
H 0.06674 1.36793 -2.38770
H 2.92314 2.00793 -3.31670
H 1.49494 2.98583 -3.62700
H 1.90984 1.82373 -5.63950
H 0.50604 1.03473 -4.93070
H 2.02944 -0.61987 -5.88220
H 1.93004 -0.83087 -4.13290
H 4.06114 0.75203 -5.45700
H 3.32344 -2.01587 -3.31100
H 4.95344 -2.16837 -2.81880
H 6.21144 0.44553 -4.80670
H 6.60554 -0.82007 -3.72080
S 1.15444 -4.67577 0.44630
C 1.76764 -3.23187 0.26730
N 2.31534 -2.19797 0.07820
Cl -5.91166 -2.24237 2.87800
C -6.03436 -0.51717 2.82870
C -6.84716 0.14293 3.72650
C -6.95436 1.52523 3.65870
C -6.20966 2.24423 2.73750
C -5.37416 1.58933 1.84710
Cl -4.32196 2.52283 0.84620
C -5.31226 0.17933 1.83180
N -4.53746 -0.55917 0.97410
C -4.34666 -0.38867 -0.36910
C -5.19906 0.45103 -1.11180
C -5.05886 0.56903 -2.47260
C -4.07986 -0.17157 -3.13650
C -3.25146 -1.01587 -2.42260
C -3.35236 -1.14607 -1.04140
C -2.38116 -2.04427 -0.35490
C -0.94496 -1.42837 -0.49080
O -0.38316 -1.56697 -1.58050
O -0.51946 -0.84987 0.52520
H -7.39806 -0.41737 4.46520
H -7.60486 2.04343 4.34420
H -6.26106 3.32163 2.71780
H -4.28116 -1.46687 1.35840
H -5.99366 0.97373 -0.60420
H -5.72206 1.21363 -3.02850
H -3.98306 -0.09747 -4.20840
H -2.49056 -1.59087 -2.92750
H -2.33306 -3.00257 -0.87490
H -2.58316 -2.20487 0.70120

76
Properties=species:S:1:pos:R:3 method="wB97M-V/def2-TZVPD" spin_multiplicity=5 e_lumo_ev="-4.96 / -8.02" homo_energy_ev="-13.13 / -13.20" gap_ev="8.163 / 5.183" relative_energy_ev=0.640 s2=6.042 energy_ev=-86050.1160 total_charge=+2
Pd 0.22705 0.20469 0.56503
I 0.44416 -2.06876 7.84809
C 0.15767 -1.96730 5.81929
C -1.10935 -2.26558 5.28086
C -1.30000 -2.16910 3.93222
I -3.16346 -2.56997 3.12774
C -0.21607 -1.77244 3.03880
O -0.35626 -1.71805 1.80235
C 1.06942 -1.45281 3.64650
C 2.21968 -1.04832 2.76981
N 2.02146 0.19848 1.98238
C 1.79576 1.40464 2.81726
C 0.35960 1.49949 3.27492
C -0.00288 1.81968 4.56906
C -1.34963 1.93731 4.88142
C -2.29647 1.72957 3.88963
C -1.85868 1.41346 2.62019
N -0.55943 1.30391 2.32030
C 1.23369 -1.56807 4.98911
H -1.92208 -2.56369 5.92952
H 2.42532 -1.84615 2.05946
H 3.10191 -0.93297 3.40120
H 2.87644 0.34198 1.46483
H 2.00158 2.26653 2.18621
H 2.47123 1.44224 3.67337
H 0.76182 1.98415 5.32166
H -1.65429 2.19439 5.88903
H -3.35708 1.81785 4.09297
H -2.55685 1.25495 1.80947
H 2.20032 -1.35562 5.43733
C -2.09009 3.31976 -1.21988
Sb -0.33935 2.11500 -1.39591
C 1.08100 3.63569 -1.82139
C -0.53538 1.39749 -3.43501
C -1.78893 0.62521 -3.74191
C -2.95255 1.36554 -3.97225
C -4.16906 0.76655 -4.23902
C -4.25853 -0.61824 -4.28745
C -3.11616 -1.36817 -4.10565
C -1.86773 -0.77827 -3.85295
C -0.70624 -1.69783 -3.73312
Sb -0.89012 -2.66123 -1.70426
C -1.99931 -1.10769 -0.74204
C 0.52807 -3.55185 -0.35579
H -2.98476 2.70184 -1.15960
H -2.14489 3.97401 -2.09245
H -2.00179 3.92738 -0.31658
H 1.93983 3.20406 -2.32772
H 1.40375 4.12209 -0.90427
H 0.59248 4.36509 -2.46914
H 0.39271 0.86697 -3.63347
H -0.52485 2.34933 -3.97367
H -2.88958 2.44973 -3.95875
H -5.04647 1.37576 -4.41891
H -5.20833 -1.10042 -4.48448
H -3.17215 -2.45261 -4.16796
H 0.28860 -1.26458 -3.71878
H -0.75689 -2.55123 -4.40387
H -2.72692 -1.52459 -0.04914
H -2.48120 -0.50647 -1.51085
H -1.29504 -0.45928 -0.18662
H 1.17867 -4.17862 -0.95475
H -0.03801 -4.14727 0.35999
H 1.06000 -2.74010 0.12356
F 6.22888 -0.60201 -3.18729
C 4.97871 -0.61027 -2.75122
C 4.08986 -1.56367 -3.18736
F 4.48336 -2.48401 -4.05557
C 2.78678 -1.56351 -2.73077
F 1.97583 -2.52027 -3.21353
C 2.28121 -0.62142 -1.82043
O 0.98524 -0.60664 -1.42901
C 3.23513 0.32274 -1.41065
F 2.89230 1.27755 -0.53483
C 4.54190 0.33724 -1.85500
F 5.37545 1.26676 -1.41031

80
Properties=species:S:1:pos:R:3 method="wB97M-V/def2-TZVPD" spin_multiplicity=2 e_lumo_ev="-7.35 / -8.39" homo_energy_ev="-13.51 / -13.53" gap_ev="6.163 / 5.137" relative_energy_ev=1.107 s2=0.839 energy_ev=-106418.8299 total_charge=+2
Pb -0.45686 0.58322 0.37023
S 2.81939 1.33532 3.68418
C 3.48711 -0.02201 2.83194
C 4.71760 -0.64720 3.02358
C 5.01913 -1.72582 2.21935
C 4.11457 -2.17366 1.24533
C 2.90201 -1.54891 1.05682
C 2.58451 -0.46013 1.86590
N 1.40244 0.28114 1.85483
C 1.39493 1.22881 2.73841
C 0.23087 2.12449 2.88471
C 0.07846 2.99651 3.96077
C -1.04024 3.81711 4.04543
C -2.02287 3.78342 3.06429
C -1.89830 2.91571 1.97905
C -0.78392 2.11359 1.94472
H 5.41352 -0.28792 3.77128
H 5.96844 -2.23139 2.34153
H 4.37713 -3.02519 0.62957
H 2.22536 -1.87537 0.27550
H 0.83698 3.02346 4.73590
H -1.14126 4.49283 4.88544
H -2.88572 4.43532 3.12714
H -2.65752 2.89116 1.20476
S -1.39094 -1.44559 1.68012
C -0.56818 -2.67961 0.78745
N -0.26027 -3.87766 1.27185
N -0.50618 -4.08054 2.52742
C -0.26583 -5.28457 3.15407
C 0.27480 -6.37795 2.45407
C 0.46806 -7.55725 3.13232
C 0.13276 -7.65559 4.48651
C -0.38294 -6.55943 5.17728
C -0.58873 -5.37117 4.51866
N -0.25203 -2.57475 -0.54269
N -0.16835 -1.47899 -1.12350
C -0.22435 -1.51876 -2.52069
C -0.72562 -2.66276 -3.16937
C -0.78197 -2.68806 -4.54161
C -0.36076 -1.57651 -5.27634
C 0.14154 -0.45089 -4.63390
C 0.21723 -0.41569 -3.25746
H -0.91260 -3.32549 3.08485
H 0.51989 -6.27677 1.40541
H 0.88183 -8.41033 2.61071
H 0.27139 -8.59583 5.00423
H -0.62206 -6.64185 6.22860
H -1.00292 -4.51207 5.03816
H -1.06418 -3.50265 -2.57700
H -1.14238 -3.57225 -5.05085
H -0.41636 -1.60052 -6.35778
H 0.49350 0.39619 -5.20917
H 0.66185 0.42679 -2.76147
F 1.30497 2.60971 0.00480
P 2.56604 2.11666 -0.99705
F 3.64760 1.52521 -1.96766
F 1.54317 2.35397 -2.25400
F 3.07195 3.60268 -1.10665
F 3.43084 1.81952 0.29455
F 1.85436 0.58649 -0.85113
C -0.23670 5.21652 -3.40020
C -0.75844 5.08786 -1.97285
N -0.98688 3.68563 -1.57894
C -2.02821 2.96126 -1.92863
S -2.17057 1.25684 -1.53779
N -3.03615 3.53135 -2.57482
C -4.27234 2.86639 -3.02695
C -4.11554 2.20216 -4.38685
H -0.10502 6.26873 -3.65381
H -0.92605 4.77369 -4.12430
H 0.72775 4.71774 -3.49228
H -1.68025 5.65292 -1.82372
H -0.02536 5.47271 -1.26774
H -0.17076 3.20452 -1.23737
H -2.89622 4.47982 -2.88556
H -5.04814 3.62678 -3.05385
H -4.55444 2.13439 -2.27505
H -3.90222 2.93750 -5.16400
H -5.03913 1.68545 -4.65094
H -3.30624 1.46955 -4.36776

74
Properties=species:S:1:pos:R:3 method="wB97M-V/def2-TZVPD" spin_multiplicity=1 e_lumo_ev=0.47 homo_energy_ev=-5.76 gap_ev=6.233 relative_energy_ev=0.000 energy_ev=-128624.2725 total_charge=-1
Pd 0.17789 0.77998 -0.70262
C -4.09367 -1.43127 -3.17390
C -2.60386 -1.24422 -2.85853
C -1.76779 -1.49821 -4.11988
C -2.12791 -2.15797 -1.73984
C -2.31098 -3.52487 -1.91887
C -1.83971 -4.44099 -0.99604
C -1.15967 -3.97824 0.11593
C -0.97802 -2.61607 0.35980
C -0.23821 -2.28179 1.65041
C -0.98157 -1.30648 2.56623
C 1.19406 -1.82672 1.35907
C -1.48941 -1.68293 -0.56762
N -1.48884 -0.27763 -0.30258
C -2.72781 0.31783 -0.13175
C -3.85004 -0.42451 0.30451
C -5.08596 0.15412 0.54846
C -5.28879 1.51378 0.36624
C -4.21739 2.27532 -0.07705
C -2.99732 1.68195 -0.31408
F -2.01254 2.50607 -0.77275
H -4.43739 -0.63709 -3.84167
H -4.69841 -1.39456 -2.26470
H -4.27962 -2.38744 -3.67139
H -2.45482 -0.21257 -2.55785
H -1.93621 -2.51401 -4.49295
H -0.70611 -1.37753 -3.91556
H -2.03919 -0.78806 -4.90645
H -2.81971 -3.87802 -2.80968
H -1.99853 -5.50404 -1.14129
H -0.77597 -4.68889 0.84173
H -0.16410 -3.22417 2.19407
H -0.95931 -0.30107 2.16095
H -0.51869 -1.29898 3.55920
H -2.03030 -1.59214 2.67742
H 1.19210 -0.96913 0.69536
H 1.76442 -2.62089 0.87110
H 1.71488 -1.55070 2.28163
H -3.72188 -1.48868 0.45694
H -5.90178 -0.47270 0.88999
H -6.25118 1.97174 0.55431
H -4.31498 3.33872 -0.26332
N 0.65758 2.09997 6.57869
C 0.64280 2.02254 5.43411
C 0.60666 1.93311 3.98412
C 1.73060 1.56552 3.26982
C 1.63595 1.47225 1.89300
N 0.50718 1.72143 1.22617
C -0.56664 2.10747 1.92517
C -0.56038 2.22743 3.30142
H 2.66718 1.35185 3.76717
H 2.49991 1.21021 1.30128
H -1.45020 2.34669 1.35811
H -1.45441 2.52728 3.82870
Se -0.10445 2.62882 -4.76860
C -0.09613 1.38400 -3.51564
N -0.06879 0.53620 -2.69862
N 2.12566 1.47306 -1.43966
C 3.43593 1.46034 -0.82712
C 3.85582 0.31964 -0.15656
C 5.11752 0.28157 0.42281
C 5.95555 1.39018 0.34077
C 5.52244 2.53117 -0.33345
C 4.26255 2.56702 -0.91606
S 7.64301 1.30074 0.95622
O 7.88491 2.61619 1.52537
O 8.41132 1.01735 -0.24344
O 7.60931 0.21462 1.92199
H 1.93319 2.32434 -1.95569
H 2.04422 0.71876 -2.10946
H 3.19063 -0.53878 -0.09963
H 5.47275 -0.59566 0.95267
H 6.19028 3.38349 -0.39146
H 3.92238 3.45427 -1.44517

69
Properties=species:S:1:pos:R:3 method="wB97M-V/def2-TZVPD" spin_multiplicity=3 e_lumo_ev="4.69 / 4.68" homo_energy_ev="0.82 / -1.14" gap_ev="3.865 / 5.821" relative_energy_ev=0.000 s2=2.012 energy_ev=-101208.7625 total_charge=-2
Pd 0.05090 -0.37830 0.15940
O 0.26440 -0.49490 -1.92580
C 1.32810 -0.19460 -2.58910
C 1.24420 -0.19060 -3.99960
C 2.33650 0.03560 -4.81350
C 3.59160 0.24350 -4.25440
C 3.71800 0.25220 -2.88200
C 2.62380 0.08050 -2.01670
C 2.88190 0.15540 -0.61870
N 1.97990 0.19600 0.33130
N 2.40780 0.25020 1.60740
C 1.45340 0.03150 2.50050
O 0.21430 -0.22050 2.21920
C 1.84670 0.04030 3.89830
C 0.85640 -0.12700 4.88410
C 1.17940 -0.18810 6.21590
C 2.50940 -0.09540 6.62620
C 3.49930 0.09420 5.66160
C 3.18200 0.16710 4.32540
H 0.27210 -0.38900 -4.43290
H 2.20920 0.04040 -5.89100
H 4.45980 0.40640 -4.88550
H 4.69440 0.40570 -2.43320
H 3.93040 0.19290 -0.30610
H -0.16780 -0.20350 4.55220
H 0.39880 -0.31230 6.96030
H 2.77100 -0.18030 7.67580
H 4.53390 0.17990 5.98100
H 3.94800 0.31560 3.57830
N -1.65440 -1.44520 0.06410
C -1.38770 -2.63460 0.40840
C -2.33870 -3.74320 0.34030
C -1.89530 -5.07560 0.43210
C -2.78720 -6.12130 0.39510
C -4.15290 -5.88500 0.27060
C -4.60270 -4.56990 0.15580
C -3.71680 -3.51930 0.18310
C -0.06380 -2.98040 1.05440
C -0.05760 -3.26240 2.41580
C 1.13650 -3.40670 3.10500
C 2.34160 -3.30750 2.43080
C 2.35040 -3.08810 1.06000
C 1.15780 -2.89080 0.37120
H -0.83500 -5.26990 0.52530
H -2.42760 -7.14370 0.44870
H -4.85350 -6.70990 0.26320
H -5.66420 -4.38570 0.04010
H -4.04860 -2.49480 0.09990
H -1.00540 -3.34320 2.93150
H 1.11940 -3.57060 4.17560
H 3.27640 -3.40720 2.97020
H 3.29020 -3.04080 0.52270
H 1.16350 -2.78030 -0.71430
C -1.55440 4.81320 0.66970
Ge -0.43010 3.11350 0.86300
C 0.02340 3.08920 2.80830
C 1.16010 3.52200 -0.27590
C -1.40080 1.56700 0.26080
H -1.01580 5.70920 0.96850
H -2.45270 4.74760 1.27700
H -1.85900 4.93870 -0.36580
H 0.13020 4.08770 3.23000
H 0.94120 2.53780 2.98400
H -0.77130 2.56870 3.33670
H 1.68650 4.41910 0.04640
H 0.83610 3.66250 -1.30640
H 1.84920 2.68280 -0.25630
H -1.76930 1.60110 -0.76210
H -2.15230 1.20640 0.95850